No. 1
Entry from the OMol25 dataset: a cluster of 2 separate species, C10H13O2 in total in a non-equilibrium geometry (the ωB97M-V functional and the def2-TZVPD basis).

The LUMO energy is 3.443 eV. As for the charge: -1. For the energy above the lowest of the compared OMol25 structures with the same formula, charge and spin, the calculation gives 18.3 kcal/mol.

Structure (XYZ):
```
25
Properties=species:S:1:pos:R:3:forces:R:3:lowdin_charge:R:1
C -0.73136 1.77926 -2.02503 1.399 -1.585 -0.251 -0.186
C -1.58514 0.63907 -1.47023 -1.724 1.486 -0.779 -0.129
C 0.65916 1.13660 -2.50837 -0.487 1.344 -0.097 -0.766
O 0.58075 0.49677 -3.57542 -0.086 -0.468 -0.017 -0.101
O 1.66969 1.43804 -1.84197 0.125 -0.243 0.345 -0.102
H -1.15671 2.15409 -2.95502 -0.254 0.361 0.237 0.085
H -0.52155 2.53049 -1.26581 -0.152 0.222 -0.137 0.079
H -1.28511 0.31706 -0.48686 0.356 -0.515 -0.148 0.022
H -1.74990 -0.10256 -2.24988 0.767 -0.617 0.311 0.070
H -2.62267 1.00387 -1.36780 0.013 0.149 0.405 0.053
C -0.51324 0.89002 2.46984 0.488 -0.119 0.247 -0.046
C 1.54877 -0.51571 1.81005 0.517 1.037 -0.684 -0.056
C 0.18285 -0.30056 1.87611 0.132 -1.247 -0.179 -0.289
C 2.08735 -1.37210 0.84673 0.242 -0.173 -0.253 -0.089
C -0.56268 -1.24557 1.17181 -1.365 0.505 0.542 -0.115
C 1.31472 -2.23920 0.08165 -0.213 0.526 1.046 -0.074
C -0.05585 -2.22448 0.35816 0.632 -0.412 -0.536 -0.093
H 2.24922 0.17357 2.27574 -0.170 -0.028 0.166 0.104
H 3.13909 -1.26155 0.60721 0.040 -0.197 0.229 0.100
H -1.34906 0.66283 3.13168 -0.165 -0.324 -0.230 0.072
H -0.87266 1.44947 1.60257 -0.032 0.395 0.332 0.081
H -1.64345 -1.11213 1.21642 0.035 -0.291 0.017 0.110
H 1.78242 -2.85128 -0.67384 -0.167 -0.112 -0.059 0.098
H -0.73416 -2.92176 -0.11513 -0.013 0.078 -0.174 0.099
H 0.16954 1.47576 3.08742 0.081 0.231 -0.334 0.073
```
Positions in Å, forces in eV/Å.

=====

No. 2
Entry from the OMol25 dataset: a cluster of 2 separate species, C10H13O2 in total in a non-equilibrium geometry (the ωB97M-V functional and the def2-TZVPD basis).

The LUMO energy (alpha / beta) is 0.755 / -3.288 eV. For the energy above the lowest of the compared OMol25 structures with the same formula, charge and spin, the calculation gives 54.5 kcal/mol. The spin multiplicity is 2. As for the expectation value of S²: 0.7550.

Structure (XYZ):
```
25
Properties=species:S:1:pos:R:3:forces:R:3:lowdin_spin:R:1
C -0.95861 0.89681 -2.16314 -3.176 2.975 -1.701 0.220
C -0.65797 0.15893 -3.37927 2.759 -1.812 -2.907 0.032
C 0.14945 1.83101 -1.55657 0.023 0.538 0.379 0.122
O -0.24149 2.22682 -0.50010 -1.351 0.981 2.257 0.295
O 1.04821 2.00634 -2.29868 2.703 0.208 -2.054 0.284
H -1.68085 1.82243 -2.27803 0.908 -2.109 -0.152 0.004
H -1.31639 0.29716 -1.38581 -0.461 -0.809 1.220 0.007
H -0.34699 -0.86625 -3.04784 -0.631 0.566 -0.854 0.000
H 0.21051 0.47216 -4.06974 -0.514 0.185 1.923 0.008
H -1.30717 0.17183 -4.27432 -1.062 -0.333 1.248 0.013
C 1.72310 0.89841 1.03441 1.862 -1.284 0.443 0.006
C -0.97793 -2.02273 2.25719 -1.024 -2.423 -0.466 0.001
C -1.21672 -0.68911 2.53196 -0.273 -0.113 0.540 0.000
C 0.14659 -2.49468 1.60952 0.177 5.704 1.258 0.000
C -0.30147 0.23913 2.22384 1.458 1.908 -1.549 0.001
C 1.10812 -1.50954 1.31525 -0.415 -0.535 0.501 0.001
C 0.88202 -0.17418 1.57120 -0.380 0.237 0.662 0.000
H -1.68391 -2.83947 2.39872 -0.570 0.633 0.440 0.000
H -2.05435 -0.18490 2.93424 -1.507 -0.853 0.653 0.000
H 0.24920 -3.39242 1.18921 0.269 -3.766 -0.887 0.000
H -0.58060 1.35056 2.29234 0.759 -1.778 0.071 0.000
H 2.04802 -1.84010 0.94292 0.656 0.068 -0.723 0.000
H 1.98106 1.63813 1.72108 0.371 1.167 1.625 0.000
H 1.12780 1.38725 0.36599 -0.860 1.181 -1.647 0.005
H 2.65039 0.61640 0.56565 0.278 -0.536 -0.278 0.000
```
Positions in Å, forces in eV/Å.

=====

No. 3
Entry from the OMol25 dataset: a cluster of 2 separate species, C10H13O2 in total in a non-equilibrium geometry (the ωB97M-V functional and the def2-TZVPD basis).

The LUMO energy (alpha / beta) is 0.749 / -2.987 eV. For the energy above the lowest of the compared OMol25 structures with the same formula, charge and spin, the calculation gives 11.7 kcal/mol. The spin multiplicity is 2. As for the expectation value of S²: 0.7542.

Structure (XYZ):
```
25
Properties=species:S:1:pos:R:3:forces:R:3:lowdin_spin:R:1
C -0.13713 2.12352 1.86910 1.088 -0.204 0.820 0.060
C 0.81158 2.89645 2.81610 -0.972 0.534 -0.489 0.008
C -0.79031 3.10166 0.91114 1.323 -0.528 -0.723 0.065
O -2.03040 3.26726 1.20708 -0.887 0.225 0.167 0.817
O -0.20014 3.63167 -0.00581 -0.417 0.099 0.295 0.035
H 0.48164 1.42242 1.30538 -0.406 0.044 -0.434 0.009
H -0.82074 1.55094 2.49441 -0.287 0.034 -0.254 0.003
H 0.15744 3.50527 3.44631 0.424 -0.148 0.458 0.000
H 1.42916 3.60151 2.26514 0.184 -0.169 -0.135 0.000
H 1.43387 2.20122 3.36848 -0.054 0.070 0.245 0.003
C 0.56965 -3.70995 -0.40475 -0.578 -0.201 1.581 0.000
C -0.49374 0.00641 -2.20729 -1.198 -0.925 0.545 0.000
C -1.31423 -0.56640 -1.22395 -1.160 0.854 0.298 0.000
C 0.62205 -0.68884 -2.61963 0.217 0.027 0.030 0.000
C -1.08737 -1.76899 -0.57874 2.408 -0.380 -1.244 0.000
C 0.85120 -1.95016 -2.08104 0.040 0.689 0.649 0.000
C 0.06590 -2.44584 -1.03829 -0.289 -0.528 -0.195 0.000
H -0.93284 0.87773 -2.67089 0.721 0.360 -0.075 0.000
H -2.19430 0.02455 -0.97946 -0.032 -0.168 0.149 0.000
H 1.34799 -0.22874 -3.27570 -0.118 -0.171 -0.353 0.000
H -1.59736 -2.24693 0.24040 -0.626 0.440 0.040 0.000
H 1.74572 -2.49182 -2.35143 0.038 -0.117 -0.118 0.000
H 0.87453 -4.47028 -1.11461 0.497 0.134 -0.061 0.000
H -0.11805 -4.21937 0.28927 -0.498 0.290 -0.545 0.000
H 1.32587 -3.42328 0.33877 0.582 -0.261 -0.651 0.000
```
Positions in Å, forces in eV/Å.

=====

No. 4
Entry from the OMol25 dataset: a cluster of 2 separate species, C10H13O3 in total in a non-equilibrium geometry (the ωB97M-V functional and the def2-TZVPD basis).

The LUMO energy is 2.972 eV. As for the charge: -1. For the energy above the lowest of the compared OMol25 structures with the same formula, charge and spin, the calculation gives 60.9 kcal/mol.

Structure (XYZ):
```
26
Properties=species:S:1:pos:R:3:forces:R:3:lowdin_charge:R:1
C 0.00549 2.97166 -0.34230 2.170 0.840 -2.133 -0.156
C 0.94532 2.07182 0.47526 0.622 1.004 0.319 -0.145
C 0.91717 3.61893 -1.61647 -1.697 -0.086 0.255 -0.728
O 0.38888 3.77958 -2.74569 -0.255 -0.401 0.892 -0.120
O 2.06094 3.90274 -1.26462 0.930 0.136 0.394 -0.087
H -0.86917 2.48302 -0.71233 -0.408 -0.802 -0.538 0.053
H -0.41438 3.79428 0.23416 0.432 0.236 0.254 0.073
H 1.30186 2.64911 1.32707 -0.370 -0.213 0.577 0.060
H 1.92937 1.69971 0.12479 -0.761 0.509 -1.081 0.075
H 0.39730 1.21289 0.73124 -0.612 -1.126 1.030 -0.003
C -2.41857 -1.78891 -1.09952 -1.297 -2.463 -3.261 -0.097
C -1.31794 -1.16177 0.99583 2.368 -0.471 -1.360 -0.030
C -1.23495 -1.91067 -0.22751 -0.412 0.505 1.619 -0.267
C -0.10721 -1.03637 1.68925 0.865 -1.533 0.404 -0.054
C -0.09633 -2.68266 -0.59952 -1.080 1.901 0.735 -0.057
C 1.02356 -1.76433 1.25633 2.453 -1.091 -0.221 -0.242
C 1.07728 -2.63723 0.12392 -0.051 0.845 0.927 -0.016
O 2.33004 -1.75745 1.92853 -2.025 0.188 -0.234 -0.043
H -2.12857 -0.49147 1.28510 -0.094 -0.564 -0.333 0.116
H -0.02726 -0.52622 2.64995 0.009 0.196 -0.434 0.118
H -3.31115 -2.46430 -0.92049 1.231 0.073 0.284 0.089
H -2.19048 -1.99077 -2.22298 -0.081 0.259 1.829 0.107
H -0.09705 -3.03629 -1.58952 -0.122 -0.958 -1.013 0.087
H 2.02345 -3.17884 -0.22195 -1.503 1.054 0.835 0.139
H 2.73558 -0.88811 1.86127 -0.263 0.229 -0.063 0.082
H -2.92319 -0.86831 -1.11980 -0.048 1.735 0.315 0.046
```
Positions in Å, forces in eV/Å.

=====

Question: Which value of energy above the lowest of the compared OMol25 structures with the same formula, charge and spin does entry 1 give?
Answer: 18.3 kcal/mol

=====

Question: The lowest energy above the lowest of the compared OMol25 structures with the same formula, charge and spin belongs to which entry?
Answer: number 3